Entry 1:
Below is C21H41F10N4OReSSbSeSi3Te as an isolated structure, with properties calculated with ωB97M-V/def2-TZVPD.

The strongest force on any atom is 4.498 eV Å⁻¹. The spin multiplicity is 4. The calculation puts the HOMO energy (alpha / beta) at -0.500 / -0.493 Ha. The energy above the lowest of the compared OMol25 structures with the same formula, charge and spin comes out at 4.077 eV. Its total energy is -6371.6783 Ha. Its net charge is +2. The expectation value of S² is 3.804. The LUMO energy (alpha / beta) comes out at -0.24335 / -0.26312 Ha.

Structure (XYZ):
```
85
Properties=species:S:1:pos:R:3:mulliken_spin:R:1
Re 0.27771 -0.89705 0.47237 1.067
N 0.05267 -1.59268 2.59276 -0.015
N 0.99025 -0.99323 3.46558 0.000
C 1.85840 -0.07178 3.01808 -0.010
N 2.87383 0.30759 3.77485 -0.003
S 1.60506 0.74744 1.53443 -0.004
H -0.83759 -1.68900 3.08562 0.003
H 0.36718 -2.54729 2.33221 0.010
H 1.26750 -1.55326 4.26796 -0.002
H 3.10615 -0.14957 4.64487 -0.001
H 3.51332 1.00450 3.42184 0.001
C -4.39048 -2.39807 -1.91589 0.001
C -3.11365 -2.98125 -1.29862 0.005
C -2.26435 -3.70990 -2.35945 0.002
C -3.46859 -3.93682 -0.14133 0.002
C -2.26742 -1.97241 -0.73212 0.026
N -1.54230 -1.23292 -0.20792 -0.037
H -4.99751 -3.22090 -2.28640 0.000
H -4.16293 -1.74396 -2.75427 0.000
H -4.96947 -1.84689 -1.17718 0.000
H -2.82196 -4.56842 -2.72449 0.000
H -1.33174 -4.06608 -1.92682 0.000
H -2.03476 -3.05921 -3.19942 0.000
H -4.12462 -4.71720 -0.51959 0.000
H -3.98263 -3.40599 0.65808 0.000
H -2.56898 -4.40347 0.25419 0.000
F 7.21708 -4.71878 -2.15839 0.002
C 6.31503 -3.73641 -2.14352 -0.011
C 5.09424 -3.78048 -1.26509 0.068
F 3.98085 -4.49891 -1.52637 0.007
C 5.36684 -3.24438 0.09772 -0.010
F 6.52406 -3.41635 0.72625 0.003
C 5.18539 -2.23934 -1.00138 -0.012
Se 3.86773 -0.90618 -1.11160 0.926
C 6.46454 -2.22170 -1.83585 -0.020
F 7.52054 -1.51147 -1.44325 0.003
C 6.17456 -2.69617 -3.19894 0.910
F 4.98917 -2.43071 -3.77394 0.053
C -1.77331 2.04855 3.72344 0.002
Si -2.76561 1.77399 2.10334 -0.007
C -4.02629 3.15182 1.71626 -0.006
C -3.49488 0.00854 1.97820 0.009
Sb -0.86471 1.91540 0.14273 -0.090
Si 0.55214 4.17010 0.87898 -0.002
C 1.80914 4.47147 -0.52356 0.000
C 1.41434 3.92256 2.56924 0.001
C -0.88562 5.41985 0.97164 -0.008
Si -1.32071 2.04379 -2.62978 -0.012
C 0.30255 2.81510 -3.26102 0.000
C -2.86496 3.16808 -2.61995 -0.007
C -1.62719 0.24276 -3.14270 0.006
H -2.42431 2.03689 4.59257 0.000
H -1.26663 3.01003 3.71133 0.000
H -1.02898 1.26866 3.86356 0.001
H -4.97669 2.93734 2.19609 -0.001
H -4.21143 3.24524 0.65118 0.002
H -3.69790 4.11901 2.08043 0.000
H -4.05363 -0.26137 2.86988 0.001
H -2.70527 -0.72437 1.82480 0.001
H -4.17778 -0.05916 1.13609 0.000
H 2.16491 3.53560 -0.94827 0.001
H 2.67638 5.01040 -0.15044 0.000
H 1.38400 5.07141 -1.32293 0.000
H 2.46917 3.71207 2.42433 0.000
H 0.98678 3.10463 3.13979 0.000
H 1.34326 4.82683 3.16668 0.000
H -1.65810 5.22087 0.23707 0.002
H -0.51982 6.42616 0.79950 0.000
H -1.34984 5.41995 1.95124 0.000
H 0.35974 3.87727 -3.04267 0.000
H 0.39838 2.69594 -4.33696 0.000
H 1.15587 2.31597 -2.80793 0.000
H -2.69587 4.09339 -2.07933 0.000
H -3.72144 2.67425 -2.17090 0.001
H -3.14228 3.43330 -3.63501 -0.001
H -0.87378 -0.40353 -2.70119 -0.002
H -1.56700 0.12588 -4.22113 0.001
H -2.60810 -0.09596 -2.82164 -0.001
F 1.08084 -0.71032 -1.33413 0.043
Te 2.00244 -3.21726 -0.42561 0.016
F 4.37089 -3.33054 0.99736 0.006
F 2.18885 -4.65521 0.84312 0.014
F 1.28287 -4.65112 -1.56699 0.018
F 2.34826 -2.12432 1.42929 0.017
O 0.27820 -2.98127 0.09899 0.033
```

***

Entry 2:
Below is C21H41HfN13O3PTe as an isolated structure, with properties calculated with ωB97M-V/def2-TZVPD.

The strongest force on any atom is 2.837 eV Å⁻¹. The spin multiplicity is 1. The calculation puts the HOMO energy at -0.567 Ha. The energy above the lowest of the compared OMol25 structures with the same formula, charge and spin comes out at 1.005 eV. Its total energy is -2419.1690 Ha. Its net charge is +3. The LUMO energy comes out at -0.32209 Ha.

Structure (XYZ):
```
81
Properties=species:S:1:pos:R:3:mulliken_charge:R:1
Hf 0.95819 0.44425 -0.71989 3.160
N 2.89906 0.29650 0.75640 -0.635
C 3.94258 1.39193 0.67176 -0.841
C 3.38014 2.63268 0.09665 -0.598
N 2.55818 2.26690 -1.10030 -0.711
C 3.43818 1.99599 -2.29437 -0.858
C 3.82490 0.57339 -2.46281 -0.647
N 2.55781 -0.23247 -2.31721 -0.689
H 3.30607 -0.63855 0.68516 0.268
H 2.47172 0.30342 1.66280 0.416
H 4.40896 1.54240 1.67368 0.508
H 4.76398 1.08039 -0.00898 0.212
H 2.79031 3.11236 0.89429 0.232
H 4.19595 3.31569 -0.13479 0.588
H 1.98202 3.08899 -1.39172 0.292
H 2.77556 2.26278 -3.11491 0.431
H 4.29535 2.63552 -2.37208 0.474
H 4.36049 0.37121 -3.41637 0.497
H 4.51782 0.16752 -1.75546 0.292
H 1.98111 -0.27416 -3.14343 0.380
H 2.84256 -1.27585 -2.19722 0.305
N 0.56544 0.05044 2.86351 -0.007
C 0.17368 1.25706 2.50081 -0.305
N -0.27377 2.00850 3.48624 -0.679
C -0.51219 3.29858 3.22624 0.112
N -0.78809 4.09594 4.23699 -0.314
N -0.49254 3.74284 1.94859 -0.776
C -0.23666 2.88664 1.00128 -0.198
N 0.26455 1.61627 1.15968 1.311
C -0.56572 3.26916 -0.40806 0.462
C -1.07272 4.53428 -0.69528 -0.659
C -1.58240 4.71216 -1.98905 -0.594
C -1.61060 3.63490 -2.85143 -1.175
C -0.95753 2.45918 -2.52761 -0.513
N -0.42505 2.27134 -1.31971 0.861
H 0.29546 -0.20723 3.76764 0.393
H 0.61946 -0.77000 2.27596 0.176
H -0.83829 3.70134 5.17550 0.288
H -0.84355 5.08846 4.05480 0.266
H -1.15369 5.25694 0.09758 0.616
H -2.00672 5.68043 -2.29865 0.479
H -2.06209 3.76313 -3.79180 0.599
H -0.85645 1.67336 -3.26316 0.677
C -1.64693 -4.01660 1.64289 -0.937
C -0.51474 -4.96692 1.98853 0.611
C -0.39163 -5.98301 0.81056 -1.367
C 0.80562 -4.33779 2.34277 -1.056
N 1.26109 -3.53258 1.20160 0.046
C 2.12651 -3.76902 0.20164 -0.240
N 2.27586 -2.71751 -0.52408 -1.090
N 1.47029 -1.79578 0.01038 1.214
N 0.84796 -2.28768 1.08522 -0.872
H -2.52482 -4.62322 1.37775 0.474
H -1.42440 -3.48897 0.73065 -0.161
H -1.86097 -3.33339 2.48348 0.332
H -0.83286 -5.44679 2.91202 0.404
H -0.14217 -5.44017 -0.11564 0.249
H -1.38662 -6.34670 0.60799 0.388
H 0.29573 -6.81955 0.93944 0.368
H 1.49387 -5.14610 2.44430 0.532
H 0.85726 -3.68493 3.22529 0.352
H 2.63515 -4.72335 0.03453 0.464
C -4.86243 0.29713 -1.92562 -1.131
C -3.89593 -0.45151 -2.84286 -0.373
O -2.49590 -0.06322 -2.46958 -0.170
P -1.29966 -1.02674 -2.04428 -0.257
O -0.00860 -0.21569 -2.40302 -0.928
Te -1.32124 -3.18345 -2.74546 -0.012
O -1.11036 -0.47142 -0.42667 0.266
C -2.17303 -0.83170 0.49090 0.006
C -2.88662 0.36477 1.11665 -1.303
H -5.81419 0.09890 -2.29932 0.517
H -4.72384 1.34365 -2.12367 0.286
H -4.81551 0.08569 -0.83617 0.213
H -4.01836 -0.17246 -3.85034 0.381
H -3.93173 -1.53455 -2.81944 0.366
H -1.79831 -1.41902 1.28669 -0.148
H -2.89313 -1.51590 -0.05059 0.701
H -2.23172 1.03097 1.72076 0.032
H -3.66107 -0.01945 1.79671 0.522
H -3.29405 1.05946 0.36472 0.227
```

***

Q: Number 1 is which compound?
A: C21H41F10N4OReSSbSeSi3Te

***

Q: Among the records above, which one has the highest energy above the lowest of the compared OMol25 structures with the same formula, charge and spin?
A: C21H41F10N4OReSSbSeSi3Te